Here is C16H16ClN4O2ReS2Se as an isolated structure in a non-equilibrium geometry from the Open Molecules 2025 dataset. Energies are from wB97M-V/def2-TZVPD.

Properties
Expectation value of S²: 0.7552
Charge: -1
2S+1: 2
DFT total energy in eV: -128577.246
Orbital gap (spin up / spin down) in eV: 5.84 / 6.13
Highest occupied orbital energy (spin up / spin down) in eV: -3.81 / -4.10
Energy above the lowest of the compared OMol25 structures with the same formula, charge and spin in eV: 2.133

Structure (XYZ):
```
43
C16H16ClN4O2ReS2Se wB97M-V/def2-TZVPD
Re -0.310 -0.601 -1.314
C 2.520 -2.805 4.154
C 1.413 -1.799 4.030
C 0.897 -1.129 5.133
C -0.120 -0.226 4.872
N -0.598 0.011 3.662
C -0.051 -0.695 2.658
S -0.710 -0.384 1.093
N 0.946 -1.588 2.806
H 2.847 -2.919 5.187
H 3.368 -2.499 3.540
H 2.181 -3.770 3.775
H 1.268 -1.300 6.134
H -0.574 0.342 5.680
S 1.590 -1.421 -5.471
C 0.806 0.104 -5.477
C 0.266 0.344 -4.262
N 0.464 -0.661 -3.340
C 1.141 -1.657 -3.851
H 0.768 0.728 -6.352
H -0.306 1.211 -3.975
H 1.350 -2.557 -3.278
O 1.914 -0.701 -0.811
H 2.306 -1.564 -0.609
H 2.521 0.028 -0.666
O -1.878 -0.692 -1.937
Cl -4.673 4.930 0.346
C -3.308 3.931 -0.106
C -2.197 3.882 0.715
C -1.122 3.089 0.343
C -1.133 2.338 -0.831
C 0.047 1.499 -1.233
C -2.281 2.400 -1.622
C -3.363 3.193 -1.275
H -2.177 4.447 1.637
H -0.258 3.033 0.994
H 0.833 1.666 -0.484
H 0.441 1.894 -2.180
H -2.342 1.787 -2.513
H -4.248 3.226 -1.895
Se 0.205 -3.477 -1.189
C 0.636 -5.261 -1.079
N 0.920 -6.382 -1.007
```